No. 1
# C43H36F3NOP2PdS2

A molecular structure, C43H36F3NOP2PdS2 (ωB97M-V with the def2-TZVPD basis set, OMol25).

Last column: Mulliken spin population.
Cartesian coordinates (Å):
Pd: -1.33489 -0.69537 -1.19418  1.267
C: 0.22148 -2.63807 1.73243  0.030
N: 1.50127 -2.85850 1.09856  -0.012
C: 1.45518 -2.87551 -0.35271  0.023
P: 1.54584 -1.13254 -1.02495  0.032
C: 3.31251 -1.08135 -1.53590  0.017
C: 3.81680 -1.82252 -2.60374  -0.001
C: 5.17381 -1.80090 -2.88908  0.001
C: 6.03828 -1.03425 -2.11345  0.000
C: 5.54267 -0.28848 -1.05553  0.002
C: 4.18296 -0.31119 -0.77181  0.006
C: 0.76898 -1.31773 -2.68164  -0.022
C: 0.14544 -2.46589 -3.17335  -0.019
C: -0.42003 -2.47822 -4.44555  0.018
C: -0.36761 -1.34749 -5.24010  -0.010
C: 0.25034 -0.19454 -4.76438  0.013
C: 0.80812 -0.17924 -3.50022  0.006
C: 2.71909 -2.70125 1.77891  0.001
C: 2.79301 -2.21524 3.09041  0.004
C: 4.01568 -2.09242 3.73687  0.001
C: 5.19828 -2.44395 3.10854  0.000
C: 5.13244 -2.93779 1.81311  0.000
C: 3.92067 -3.06934 1.15773  -0.001
P: -0.96355 -1.34209 1.07683  0.067
C: -2.42401 -1.86297 2.03287  -0.038
C: -3.47563 -2.52427 1.40986  0.035
C: -4.59094 -2.91475 2.14284  -0.004
C: -4.65580 -2.64798 3.50194  0.000
C: -3.59741 -2.00651 4.13662  0.002
C: -2.48636 -1.61823 3.40699  -0.001
C: -0.50865 0.23105 1.88312  0.000
C: 0.80869 0.54507 2.19662  0.003
C: 1.12549 1.78528 2.73788  -0.007
C: 0.12581 2.71900 2.96595  0.010
C: -1.19164 2.41419 2.64425  -0.003
C: -1.50533 1.18177 2.09773  0.030
H: 0.32956 -2.41142 2.78800  0.011
H: -0.38049 -3.55195 1.66059  0.013
H: 0.50423 -3.32850 -0.63523  0.002
H: 2.24429 -3.48464 -0.78544  0.003
H: 3.14874 -2.41588 -3.21848  0.001
H: 5.55871 -2.37992 -3.71907  0.000
H: 7.09631 -1.01472 -2.34202  0.000
H: 6.21077 0.30951 -0.44925  0.000
H: 3.79511 0.26907 0.05837  0.001
H: 0.10416 -3.37120 -2.58344  -0.008
H: -0.91521 -3.37297 -4.79992  0.003
H: -0.81949 -1.35559 -6.22340  0.000
H: 0.28106 0.69867 -5.37452  0.001
H: 1.27775 0.72527 -3.13022  -0.001
H: 1.90634 -1.91613 3.62858  -0.002
H: 4.03153 -1.70922 4.74961  0.000
H: 6.14765 -2.34039 3.61567  0.000
H: 6.03759 -3.23115 1.29606  0.000
H: 3.92391 -3.46237 0.15218  -0.001
H: -3.42289 -2.74766 0.35199  0.002
H: -5.40413 -3.41990 1.63746  -0.002
H: -5.52893 -2.93984 4.07164  0.000
H: -3.64100 -1.80443 5.19900  0.000
H: -1.67329 -1.10331 3.90498  0.000
H: 1.60265 -0.17029 2.01984  0.014
H: 2.15561 2.01842 2.97605  0.000
H: 0.37128 3.68580 3.38728  0.001
H: -1.97456 3.14351 2.80719  0.000
H: -2.52921 0.96527 1.81744  0.004
F: -0.37505 8.78017 -0.41049  0.000
C: -1.26139 8.25510 -1.27355  0.000
F: -2.46815 8.77283 -0.96390  0.000
F: -0.95076 8.72774 -2.49805  0.000
C: -1.27447 6.75425 -1.24274  -0.005
C: -2.11737 6.07641 -2.11704  0.002
C: -2.16065 4.69595 -2.10555  0.002
C: -1.36088 3.96650 -1.21789  -0.003
C: -0.51789 4.65990 -0.34948  -0.005
C: -0.47510 6.04644 -0.36070  0.003
C: -1.40788 2.53107 -1.19462  0.058
C: -1.44530 1.31859 -1.17381  0.034
H: -2.73943 6.63440 -2.80563  0.000
H: -2.81413 4.16023 -2.78082  0.000
H: 0.10213 4.09715 0.33621  0.001
H: 0.18128 6.57569 0.31610  0.000
C: -5.84966 -0.03487 -0.05436  0.000
O: -4.66455 -0.38651 -0.77666  -0.004
C: -4.62374 -1.55762 -1.38860  -0.024
S: -5.79594 -2.70435 -1.34052  0.069
S: -3.11543 -1.81241 -2.23115  0.376
H: -5.65995 0.96798 0.31575  0.000
H: -6.01040 -0.73172 0.76770  0.000
H: -6.71432 -0.05480 -0.71460  0.000

HOMO energy (alpha / beta), eV: -7.84 / -7.97
Expectation value of S²: 2.011
E_tot, Ha: -3696.661161
Relative energy (zero: lowest compared OMol25 entry of this formula, charge and spin), kJ/mol: 3.07
LUMO energy (alpha / beta), eV: 0.45 / -1.89
Spin multiplicity: 3
HOMO-LUMO gap (alpha / beta), Ha: 0.3046 / 0.2234

No. 2
# C43H36F4N3PY

A molecular structure, C43H36F4N3PY at a distorted geometry (ωB97M-V with the def2-TZVPD basis set, OMol25).

Last column: Mulliken charge in e.
Cartesian coordinates (Å):
Y: -0.29606 0.89046 -0.04349  -0.092
C: -0.16726 1.52426 -3.46529  -1.207
N: 0.62454 0.71026 -2.53249  0.838
C: 0.87564 -0.58844 -3.17259  -1.004
C: 1.91554 1.38876 -2.29309  -1.421
C: 2.73774 0.72456 -1.18349  -1.359
N: 1.96044 0.65616 0.04601  1.345
C: 2.59274 0.34406 1.18561  -0.427
C: 1.90094 0.48816 2.41241  0.369
F: 0.57154 0.95856 2.33551  -0.616
C: 2.42424 0.19866 3.65371  0.211
F: 1.64584 0.32976 4.73521  -0.344
C: 3.73324 -0.22374 3.77981  -0.533
C: 4.46044 -0.37004 2.60451  0.102
F: 5.72454 -0.80214 2.68631  -0.348
C: 3.92614 -0.11984 1.35711  0.692
F: 4.71084 -0.36864 0.28091  -0.437
H: 0.40324 1.75556 -4.37559  0.395
H: -0.46966 2.46126 -2.99329  0.296
H: -1.06286 0.97536 -3.75699  0.301
H: 1.43844 -0.46404 -4.10619  0.413
H: -0.06706 -1.08864 -3.39689  0.313
H: 1.45154 -1.22304 -2.50039  0.007
H: 1.70734 2.42616 -2.00429  0.284
H: 2.51234 1.39846 -3.21709  0.462
H: 3.64114 1.33136 -1.04039  0.629
H: 3.06164 -0.27644 -1.49989  0.442
H: 4.17084 -0.43164 4.73731  0.549
C: -4.85086 0.60866 0.41901  -1.066
C: -5.26066 1.91116 0.20241  -0.990
C: -4.32166 2.90836 0.03671  -0.884
C: -2.95276 2.61746 0.07141  0.596
C: -2.50666 1.27436 0.20641  1.287
C: -3.49786 0.30696 0.39921  -0.327
C: -1.94626 3.69796 0.03451  1.275
C: -2.32296 5.06406 0.02541  -1.294
C: -1.37746 6.04756 0.00001  -0.964
C: -0.01216 5.70466 0.04051  0.740
C: 1.02104 6.66216 0.03161  -0.818
C: 2.32644 6.27506 0.15431  -0.735
C: 2.63794 4.91566 0.31791  -0.761
C: 1.65624 3.96016 0.29761  -0.523
C: 0.30314 4.32116 0.12571  -0.291
N: -0.65586 3.35546 0.06891  0.408
H: -5.58286 -0.16544 0.59011  0.495
H: -6.31106 2.15146 0.17771  0.397
H: -4.67156 3.91716 -0.12209  0.417
H: -3.21466 -0.73544 0.55111  0.290
H: -3.36386 5.33366 0.04291  0.340
H: -1.66016 7.08886 -0.02469  0.478
H: 0.75414 7.70406 -0.06549  0.442
H: 3.11854 7.00786 0.14231  0.407
H: 3.66564 4.62226 0.46731  0.504
H: 1.90744 2.91696 0.44501  1.065
C: 3.69664 -3.79834 0.18051  -0.869
C: 2.96214 -3.79114 -0.99499  -0.781
C: 1.66764 -3.30534 -1.00919  -0.757
C: 1.09194 -2.82254 0.16571  1.320
C: 1.83574 -2.83094 1.34391  -0.783
C: 3.12634 -3.32694 1.35211  -0.710
P: -0.53116 -1.97824 0.15281  1.546
C: -1.40366 -2.74744 -1.24949  0.375
C: -1.34806 -4.11954 -1.49939  -0.261
C: -2.03336 -4.65734 -2.57509  -0.872
C: -2.78086 -3.83164 -3.40079  -0.803
C: -2.84366 -2.46864 -3.15349  -0.735
C: -2.15476 -1.92334 -2.08419  -0.517
C: -1.36976 -2.67804 1.61831  0.932
C: -1.12616 -2.06694 2.84771  -0.427
C: -1.70416 -2.57294 3.99801  -0.833
C: -2.55896 -3.65974 3.92431  -0.705
C: -2.83786 -4.24054 2.69911  -0.722
C: -2.24496 -3.75634 1.54601  -0.654
H: 4.70634 -4.17294 0.18481  0.423
H: 3.39614 -4.16604 -1.90919  0.435
H: 1.09654 -3.31974 -1.92819  0.411
H: 1.40054 -2.45924 2.26091  0.421
H: 3.68964 -3.33394 2.27161  0.590
H: -0.76986 -4.75934 -0.84689  0.624
H: -1.99056 -5.72014 -2.76759  0.451
H: -3.31806 -4.25204 -4.23519  0.437
H: -3.44396 -1.83384 -3.78629  0.493
H: -2.20236 -0.85394 -1.87919  0.510
H: -0.49616 -1.18744 2.90641  0.313
H: -1.49366 -2.10594 4.94741  0.501
H: -3.02436 -4.04694 4.81671  0.404
H: -3.52236 -5.07154 2.63471  0.464
H: -2.47996 -4.21824 0.59901  0.432

HOMO energy, eV: -10.21
Charge: +1
E_tot, Ha: -2603.474721
Relative energy (zero: lowest compared OMol25 entry of this formula, charge and spin), kJ/mol: 34.24
LUMO energy, eV: -2.98
HOMO-LUMO gap, Ha: 0.2659

No. 3
# C43H36N5P2PtSSeTe

A molecular structure, C43H36N5P2PtSSeTe at a distorted geometry (ωB97M-V with the def2-TZVPD basis set, OMol25).

Last column: Mulliken charge in e.
Cartesian coordinates (Å):
Pt: 0.03137 0.16863 0.45549  0.936
N: -2.93981 -2.50101 -1.18731  -0.274
C: -1.84308 -1.85954 -0.75744  0.602
S: -2.09723 -0.68620 0.50872  -0.483
N: -0.69041 -2.20442 -1.28659  -1.661
N: 0.33450 -1.45984 -0.80252  0.952
C: 1.53938 -1.73439 -1.13491  -0.374
C: 2.59730 -0.97526 -0.47530  0.527
C: 3.92337 -1.07117 -0.84411  -0.952
C: 4.88120 -0.43535 -0.06248  -0.543
C: 4.47965 0.23724 1.07423  -0.941
C: 3.12520 0.32230 1.36418  -0.649
N: 2.19814 -0.23939 0.59550  0.597
H: -2.82179 -3.30467 -1.78176  0.248
H: -3.82711 -2.35057 -0.74081  0.215
H: 1.74796 -2.55804 -1.80704  0.520
H: 4.19691 -1.64875 -1.71610  0.542
H: 5.92798 -0.49203 -0.32899  0.463
H: 5.19297 0.69210 1.74602  0.526
H: 2.76825 0.82373 2.25107  0.935
Te: 0.53515 4.99108 -0.65180  0.425
C: -1.08486 6.20242 -0.04482  0.124
C: -2.38882 5.89538 -0.41317  0.041
C: -3.41397 6.72551 0.00981  -0.537
N: -3.22668 7.81923 0.74862  -0.623
C: -1.97416 8.11163 1.08254  -0.376
C: -0.87517 7.34233 0.71683  -0.330
C: -0.27952 3.14646 -0.18930  -0.938
P: -0.50999 1.81091 -1.28021  1.689
C: -2.31085 1.60864 -1.53279  0.752
C: -3.21216 2.33709 -0.76850  -0.521
C: -4.57869 2.14266 -0.92742  -1.202
C: -5.05038 1.22800 -1.85695  -0.693
C: -4.15189 0.50537 -2.63437  -0.879
C: -2.78990 0.69520 -2.47099  -0.661
C: 0.06471 2.24625 -2.93510  0.088
C: -0.77633 2.90316 -3.82854  -0.645
C: -0.27347 3.32673 -5.05001  -0.714
C: 1.05116 3.08886 -5.38732  -0.641
C: 1.89004 2.42975 -4.49916  -0.748
C: 1.39506 2.00718 -3.27633  -0.108
P: -0.08128 2.32623 1.32527  1.555
C: -1.42153 2.73206 2.46535  0.645
C: -1.59423 4.08026 2.79765  -0.297
C: -2.69095 4.47511 3.54078  -0.856
C: -3.61810 3.52870 3.96929  -0.809
C: -3.43817 2.19031 3.66401  -1.079
C: -2.34225 1.79356 2.90611  0.005
C: 1.42454 2.93657 2.13347  0.667
C: 1.46690 3.17589 3.50410  -0.667
C: 2.62937 3.65640 4.09518  -0.731
C: 3.76049 3.87428 3.32348  -0.797
C: 3.73560 3.60331 1.95988  -0.704
C: 2.57412 3.13859 1.37056  -0.669
H: -2.60664 5.02141 -1.01217  0.395
H: -4.44087 6.50617 -0.26357  0.395
H: -1.83527 9.00366 1.68410  0.375
H: 0.11712 7.62992 1.04182  0.403
H: -2.84398 3.05545 -0.04693  0.518
H: -5.27382 2.70964 -0.32101  0.501
H: -6.11543 1.08001 -1.98044  0.424
H: -4.51490 -0.20580 -3.36554  0.457
H: -2.09389 0.13030 -3.08406  0.462
H: -1.80797 3.09975 -3.57269  0.425
H: -0.92303 3.84873 -5.74001  0.429
H: 1.43056 3.41852 -6.34543  0.405
H: 2.92420 2.24733 -4.75933  0.443
H: 2.04823 1.49387 -2.57712  0.326
H: -0.87427 4.82112 2.46729  0.638
H: -2.82702 5.52129 3.78238  0.464
H: -4.48402 3.84292 4.53734  0.428
H: -4.14636 1.44855 4.00965  0.534
H: -2.21855 0.75100 2.65522  -0.206
H: 0.59117 2.99473 4.11400  0.473
H: 2.64604 3.86627 5.15631  0.466
H: 4.66273 4.25654 3.78289  0.432
H: 4.62083 3.76241 1.35746  0.556
H: 2.55242 2.93120 0.30618  0.443
Se: 0.33118 -1.33872 2.48739  -0.021
C: -1.10244 -1.25684 3.73535  -0.079
C: -0.97254 -0.43439 4.85290  -0.205
C: -1.95372 -0.43161 5.83190  -0.661
C: -3.07678 -1.23528 5.68938  -0.525
C: -3.21040 -2.05615 4.57752  -0.687
C: -2.21845 -2.08018 3.60737  -0.091
H: -0.09923 0.19827 4.94962  0.365
H: -1.84195 0.19854 6.70452  0.427
H: -3.84454 -1.23081 6.45224  0.416
H: -4.08355 -2.68652 4.47052  0.424
H: -2.29773 -2.74392 2.75714  0.495

HOMO energy, eV: -9.72
Charge: +1
E_tot, Ha: -5803.446835
Relative energy (zero: lowest compared OMol25 entry of this formula, charge and spin), kJ/mol: 0.00
LUMO energy, eV: -3.90
HOMO-LUMO gap, Ha: 0.2139